1.
Formula: C5H11Cl
Source: the OMol25 dataset
Level of theory: the ωB97M-V functional and the def2-TZVPD basis

Results
energy relative to the best compared isomer or geometry (same formula, charge and spin) = 92.6 kJ/mol
HOMO-LUMO gap = 0.407 hartree
total charge = 0
structure (SMILES) = CC(C)(C)CCl

Last column: Löwdin charge in e.
Positions of all 17 atoms, in Å:
H: 1.10872 1.65954 0.03379  0.014
H: 0.06501 1.80834 -1.32070  0.110
H: -1.31648 -1.70107 -0.77615  0.105
H: 1.04199 0.18332 1.63190  0.077
H: -1.57810 -0.14027 -1.64510  0.109
H: -0.49122 2.12489 0.46123  0.068
C: -0.00371 -0.33707 1.42313  -0.116
C: 1.09682 -0.68534 -0.68493  -0.571
C: 0.05535 1.52616 -0.21980  -0.076
H: 0.05470 -1.33140 1.66009  0.047
H: 1.10298 -1.73144 -0.37381  0.076
H: 0.93883 -0.50683 -1.73324  0.081
H: -0.82319 0.12820 2.07609  0.115
C: -1.42755 -0.57507 -0.57594  -0.067
C: -0.15684 0.00731 -0.00723  -0.713
H: -2.25020 -0.34140 0.10208  0.079
Cl: 2.58287 -0.08785 -0.05141  0.663

2.
Formula: C5H11Cl3CoF2GeO3PSbSe4Te
Source: the OMol25 dataset
Level of theory: the ωB97M-V functional and the def2-TZVPD basis

Results
energy relative to the best compared isomer or geometry (same formula, charge and spin) = 0.0 kJ/mol
HOMO-LUMO gap (spin up / spin down) = 0.237 / 0.218 hartree
total charge = -2
spin multiplicity = 2

Last column: Löwdin charge in e.
Positions of all 33 atoms, in Å:
H: 1.71449 1.55684 0.29848  0.037
H: -4.46822 -0.82093 -2.98580  0.073
H: -1.64252 -6.26998 0.71555  0.074
H: -1.37428 -5.48711 -1.65687  0.113
H: -0.10242 -6.84884 0.04573  0.070
C: -0.66574 -5.96027 0.34091  -0.086
C: -0.81616 -5.02271 -0.83600  -0.325
Se: 1.16537 -2.35399 1.24168  0.187
H: -4.05660 -2.80799 -0.69108  0.112
Te: 0.56087 -1.87315 -2.16796  0.701
H: -4.01592 -0.40518 -1.33013  0.021
Se: -1.16158 -3.13410 3.37122  -0.060
Cl: 0.00001 3.33680 -1.09505  0.011
C: 1.79836 0.54043 -0.08939  -0.577
Se: 1.75459 -0.95030 5.35809  -0.266
O: -1.52225 -3.87333 -0.37755  -0.302
H: -4.56650 -3.25491 -2.32607  0.108
Cl: -1.60720 1.19480 -3.16578  -0.024
Ge: -0.95647 1.32242 -1.03981  -0.171
Co: 0.15817 -0.45035 0.05722  -0.602
O: -2.65111 -2.58934 -2.21534  -0.289
Cl: -2.92423 1.93473 -0.19593  0.007
C: -4.56190 -1.12187 -1.94169  -0.087
O: -1.77466 -1.40137 -0.09944  -0.460
H: -0.13844 -5.44929 1.14665  0.045
Se: -0.40069 0.69948 2.12557  0.174
H: 0.16241 -4.71534 -1.21504  0.058
F: 2.21187 0.68276 -1.41911  -0.144
Sb: 0.45122 -1.25877 3.36686  -0.211
H: -5.61705 -1.09486 -1.65635  0.072
P: -1.48210 -2.45646 -1.12406  0.120
F: 2.89558 -0.01287 0.53945  -0.097
C: -4.01248 -2.51594 -1.74308  -0.283

3.
Formula: C5H11Cl8Hg2O
Source: the OMol25 dataset
Level of theory: the ωB97M-V functional and the def2-TZVPD basis

Results
energy relative to the best compared isomer or geometry (same formula, charge and spin) = 137.8 kJ/mol
HOMO-LUMO gap = 0.084 hartree
total charge = +3

Last column: Löwdin charge in e.
Positions of all 27 atoms, in Å:
H: 1.03518 -0.94870 2.78209  -0.010
H: 3.49967 -0.21768 0.09105  0.005
Cl: -1.14563 -0.08277 3.08621  0.654
C: 3.87028 -1.23673 0.04706  -1.003
Cl: -1.49507 2.51883 -2.66658  0.529
Cl: 3.47213 -1.94331 -1.50381  0.609
C: -1.41639 1.12468 -3.77747  -0.912
H: 0.73415 0.24831 -0.25017  0.088
Cl: 3.07940 -2.10965 1.37302  0.577
Hg: 1.44391 3.43379 1.34377  1.383
H: 0.93674 0.26462 1.50300  -0.021
Cl: 1.45466 1.19034 3.68376  0.634
Cl: -3.70993 -1.93245 0.47099  0.647
C: 0.24954 0.52825 0.69113  -0.281
C: 0.55008 -0.29689 3.50276  -0.939
Hg: -2.11824 2.80263 0.44125  1.289
H: -2.41558 0.74974 -3.95227  0.021
H: -2.00580 -2.01845 -1.08891  0.042
O: -0.03648 1.93626 0.67385  -0.662
Cl: -3.85201 -1.39912 -2.40656  0.670
H: -2.62216 -0.32628 -0.80947  -0.023
Cl: -0.52027 -0.22607 -3.09834  0.593
H: -0.92691 1.45049 -4.69088  0.065
H: -0.65897 -0.05586 0.83724  0.024
H: 4.94297 -1.28221 0.19737  0.049
C: -2.88108 -1.37988 -0.95755  -1.100
H: 0.53583 -0.79189 4.47746  0.074

4.
Formula: C5H11ClF3InNdO3S
Source: the OMol25 dataset
Level of theory: the ωB97M-V functional and the def2-TZVPD basis

Results
energy relative to the best compared isomer or geometry (same formula, charge and spin) = 0.0 kJ/mol
HOMO-LUMO gap (spin up / spin down) = 0.259 / 0.256 hartree
total charge = -1
spin multiplicity = 4

Last column: Löwdin charge in e.
Positions of all 26 atoms, in Å:
C: 0.66407 0.81276 -2.45085  -0.501
H: -3.67329 0.42511 -3.22179  -0.075
H: 1.34350 0.22744 -3.08987  -0.090
C: -1.69000 -2.76849 -2.50786  -0.390
Cl: -1.42622 -0.53561 0.37004  -0.007
H: -0.82252 -3.46284 -2.65003  -0.053
H: -2.44980 -3.41775 -2.00668  -0.047
H: -3.82782 1.69669 -1.92398  -0.048
O: 1.55582 -0.50717 3.33580  -0.292
H: 3.32440 -0.59625 0.66418  -0.025
O: 3.01088 1.18337 2.30992  -0.321
F: 0.22683 1.55951 4.89745  0.110
C: 2.37397 -1.04603 0.38174  -0.232
H: 1.95769 -1.69685 1.14911  -0.013
C: -3.62488 0.61639 -2.12397  -0.400
S: 1.70328 0.84140 2.82483  0.524
H: -2.08479 -2.50323 -3.53050  -0.074
F: 2.33872 2.07584 5.21517  0.110
H: -4.49275 0.11612 -1.64641  -0.047
H: 2.41396 -1.52033 -0.62380  -0.017
H: 0.50499 1.80009 -2.89530  -0.110
Nd: -1.45049 -0.38021 -2.19330  1.207
In: 1.03021 0.60817 -0.20146  0.743
O: 0.57609 1.27009 1.89337  -0.458
C: 1.35426 1.98892 4.27947  -0.598
F: 1.16386 3.21284 3.74471  0.106

5.
Formula: C5H11ClLaNSSr
Source: the OMol25 dataset
Level of theory: the ωB97M-V functional and the def2-TZVPD basis

Results
HOMO-LUMO gap (spin up / spin down) = 0.132 / 0.192 hartree
total charge = -2

Last column: Löwdin charge in e.
Positions of all 21 atoms, in Å:
H: 1.85558 -1.92074 0.35532  -0.089
H: -1.04763 1.43568 2.02474  -0.137
C: 0.99340 -1.96092 -0.29571  -0.483
N: -4.14404 -0.42112 -0.38165  -0.007
H: 1.25674 -2.05692 -1.33818  -0.116
La: 4.59844 1.22633 -0.94977  0.908
H: 4.71660 3.48201 -2.17308  -0.056
C: -0.58334 0.48590 1.86900  -0.373
C: 4.55132 3.34168 -1.13334  -0.524
S: -2.11177 0.60409 -2.02148  0.301
C: -3.33169 -0.01285 -1.03290  -1.002
Sr: 0.00522 0.08508 -0.20207  0.870
Cl: 2.81677 0.03516 -2.32741  -0.277
H: 6.28776 -0.67570 -0.59606  -0.053
H: 6.48466 0.62701 0.64603  -0.059
H: 5.14533 -0.58354 0.78683  -0.046
H: 0.27155 -2.68724 0.03715  -0.092
C: 5.84448 -0.08183 0.16523  -0.516
H: 5.35766 3.60828 -0.48464  -0.060
H: 3.57339 3.57480 -0.79080  -0.054
H: -0.41114 -0.21966 2.64883  -0.136

6.
Formula: C5H11ClSi
Source: the OMol25 dataset
Level of theory: the ωB97M-V functional and the def2-TZVPD basis

Results
energy relative to the best compared isomer or geometry (same formula, charge and spin) = 163.5 kJ/mol
HOMO-LUMO gap = 0.338 hartree
total charge = 0

Last column: Löwdin charge in e.
Positions of all 18 atoms, in Å:
C: 1.38035 -0.22729 -0.61674  -0.278
H: -0.83241 0.85322 1.93292  0.039
Cl: -0.83886 -2.84784 0.24808  0.314
Si: -0.85496 -0.82982 0.21615  0.278
H: -0.60962 -0.79067 2.92823  0.027
C: 1.66771 1.06333 -1.14976  -0.216
H: 1.92702 1.33435 1.04487  0.081
H: -1.58741 -0.69625 -1.93458  0.010
H: 3.29098 0.42185 0.24485  0.083
H: -3.11323 -0.79871 -1.13488  0.016
H: 2.33103 1.16794 -1.99364  0.086
C: -0.97946 -0.27440 2.04133  -0.250
H: 0.82898 1.78979 -1.18762  0.100
H: -2.30734 0.78083 -1.10815  0.019
H: -2.07966 -0.12857 2.18091  0.021
C: -2.16357 -0.29257 -1.10887  -0.213
C: 2.23404 0.66261 0.24977  -0.156
H: 1.70637 -1.18780 -0.85286  0.038

7.
Formula: C5H11CuNOS5Sb
Source: the OMol25 dataset
Level of theory: the ωB97M-V functional and the def2-TZVPD basis

Results
HOMO-LUMO gap = 0.224 hartree
total charge = -2

Last column: Löwdin charge in e.
Positions of all 25 atoms, in Å:
C: -1.97313 0.72882 1.60894  -0.402
S: 2.87136 -0.66864 -1.76129  -0.102
H: -1.26463 1.95750 -0.04590  0.040
O: -1.48027 -1.79713 2.19562  -0.595
S: 3.31723 2.43348 -4.15040  -0.400
H: 2.87111 -3.12132 0.65438  0.063
H: -2.11774 2.84444 1.22018  0.065
C: -0.53654 -0.86286 -0.12428  -0.430
H: -0.46166 2.27563 1.48800  0.054
S: -0.72561 -0.61523 1.66446  0.870
Sb: 2.02376 1.45048 -2.52708  -0.184
H: -1.37882 -2.04598 -1.68985  0.072
H: 0.40454 -1.39841 -0.24253  0.035
S: -0.21682 1.34446 -3.05727  -0.327
S: 2.32363 2.42480 -0.29885  -0.158
H: -0.41605 0.11945 -0.58075  -0.005
H: -2.25880 0.83849 2.65729  0.069
H: -2.01227 -2.42403 -0.06288  0.053
C: -1.69498 -1.62486 -0.73616  -0.144
C: -1.41981 2.02399 1.03163  -0.152
H: -2.82585 0.34165 1.04928  0.076
H: -2.54265 -0.96772 -0.93911  0.065
Cu: 2.99559 0.35006 0.24266  -0.358
C: 3.32721 -1.21592 1.13385  -0.256
N: 3.19119 -2.39116 1.27005  0.051

8.
Formula: C5H11F
Source: the OMol25 dataset
Level of theory: the ωB97M-V functional and the def2-TZVPD basis

Results
energy relative to the best compared isomer or geometry (same formula, charge and spin) = 402.9 kJ/mol
HOMO-LUMO gap = 0.416 hartree
total charge = 0

Last column: Löwdin charge in e.
Positions of all 17 atoms, in Å:
C: -0.40794 0.91178 0.68822  -0.141
H: 2.24185 1.34720 0.28053  0.131
C: 0.38046 -0.44034 1.05910  -0.170
H: 1.25039 -0.08600 1.68263  0.098
H: 0.79821 -1.29238 -1.01884  0.125
H: -2.23006 1.21401 -0.79933  0.133
H: 0.40435 1.66260 0.07703  0.129
C: 1.40330 -0.77169 -0.16430  -0.383
H: -0.93026 1.44494 1.48756  0.082
H: 2.07807 -1.58924 0.19150  0.092
H: -0.71476 0.20295 -1.21396  0.035
H: 3.51310 -0.18373 -0.79738  0.171
F: -2.32992 -0.60449 -0.29027  -0.091
H: 1.67991 0.78308 -1.61867  0.110
H: -0.19085 -1.18662 1.49532  0.070
C: 2.22733 0.37082 -0.58067  -0.210
C: -1.42494 0.45004 -0.52801  -0.181

9.
Formula: C5H11FSi
Source: the OMol25 dataset
Level of theory: the ωB97M-V functional and the def2-TZVPD basis

Results
energy relative to the best compared isomer or geometry (same formula, charge and spin) = 47.8 kJ/mol
HOMO-LUMO gap = 0.375 hartree
total charge = 0
structure (SMILES) = C/C=C/[Si](C)(C)F

Last column: Löwdin charge in e.
Positions of all 18 atoms, in Å:
H: -1.56188 1.23929 1.68035  -0.007
H: -0.93052 0.59317 -2.09942  -0.010
H: -1.32785 -0.19068 2.59402  0.006
C: -1.57956 0.89018 -1.33730  -0.181
C: -1.87626 0.23962 1.80535  -0.183
H: 0.60022 -2.12314 -0.01607  0.013
C: 1.82923 -0.37194 -0.12047  -0.282
H: 3.53641 -1.16430 -1.06332  0.060
Si: -1.40121 -0.35716 0.11286  0.617
C: 3.21602 -0.90599 -0.08913  -0.111
H: 1.64609 0.72478 0.10462  0.105
C: 0.72072 -1.07952 -0.10142  -0.109
H: 3.38126 -1.75512 0.53283  0.073
H: -3.05697 0.29360 1.93003  0.093
H: 3.81329 -0.04315 0.04315  0.055
H: -2.64021 0.99834 -1.67790  0.042
H: -1.22412 1.91212 -1.16080  0.028
F: -2.30283 -1.72628 -0.23026  -0.211

10.
Formula: C5H11IN
Source: the OMol25 dataset
Level of theory: the ωB97M-V functional and the def2-TZVPD basis

Results
energy relative to the best compared isomer or geometry (same formula, charge and spin) = 183.0 kJ/mol
HOMO-LUMO gap = 0.300 hartree
total charge = +1

Last column: Löwdin charge in e.
Positions of all 18 atoms, in Å:
H: 1.35256 -1.01889 -0.64519  0.074
H: -1.45959 -1.86705 2.09755  -0.011
C: -1.03172 -1.69818 1.17307  -0.018
H: 1.25315 0.46515 -2.71616  0.061
H: 0.45564 2.85068 -0.99364  0.159
H: 2.43598 1.57923 -2.18516  0.159
C: 0.89895 0.98116 0.18079  -0.306
H: -0.72374 -2.76426 0.87677  0.074
I: 3.75150 -0.26883 0.07620  0.935
H: 0.74592 0.63558 2.18764  0.139
H: -1.73739 -1.25974 0.51715  0.010
C: 1.53921 0.86841 -1.84373  -0.132
C: 1.71656 -0.01815 -0.53992  -0.664
H: 0.44939 2.22668 1.63016  0.154
H: -0.51884 1.39009 -1.27492  0.124
N: 0.77735 1.29762 1.43819  0.269
C: 0.45492 1.71990 -1.03530  -0.041
H: -0.15636 -0.92710 1.31805  0.014

11.
Formula: C5H11IN
Source: the OMol25 dataset
Level of theory: the ωB97M-V functional and the def2-TZVPD basis

Results
energy relative to the best compared isomer or geometry (same formula, charge and spin) = 270.2 kJ/mol
HOMO-LUMO gap = 0.301 hartree
total charge = +1

Last column: Löwdin charge in e.
Positions of all 18 atoms, in Å:
H: 0.65616 1.82118 -1.36028  0.110
H: -1.33728 1.44847 1.59694  0.157
C: 2.06395 0.38113 -0.68529  -0.109
H: -2.13451 -0.96782 -0.03305  -0.073
H: -1.80742 1.39752 -0.30096  0.179
C: -2.15550 -1.88726 0.40866  -0.425
C: 1.48240 0.47406 0.70802  -0.127
H: 0.17287 0.21468 -1.93638  0.133
C: -0.96173 1.22136 0.53418  0.134
H: -2.15867 -1.95446 1.45564  -0.009
N: 0.17199 0.82419 0.14992  -0.141
H: 2.81962 1.14212 -1.14753  0.164
C: 0.68617 0.81209 -1.20572  -0.118
H: 1.80288 1.29796 1.50322  0.188
I: -0.16833 -2.67605 -0.02377  0.798
H: 2.24605 -0.64837 -1.06824  0.106
H: -2.75155 -2.57383 0.00437  -0.049
H: 1.37291 -0.32698 1.40026  0.082

12.
Formula: C5H11INO
Source: the OMol25 dataset
Level of theory: the ωB97M-V functional and the def2-TZVPD basis

Results
energy relative to the best compared isomer or geometry (same formula, charge and spin) = 279.9 kJ/mol
HOMO-LUMO gap (spin up / spin down) = 0.257 / 0.257 hartree
total charge = +1

Last column: Löwdin charge in e.
Positions of all 19 atoms, in Å:
H: 0.65092 2.54339 1.26644  0.115
I: -1.37732 -1.48573 2.65722  0.283
C: -0.65767 1.68716 -0.21659  -0.096
H: 1.30059 -1.77867 -1.49041  0.144
C: -0.12663 0.45485 -1.01455  -0.098
H: -1.80581 1.56898 0.11850  0.175
H: -0.79048 0.29320 -1.96850  0.188
H: 1.69736 -1.13864 0.93700  0.147
O: 1.16249 0.69576 1.15530  0.008
H: -0.58046 1.72666 1.99274  0.114
C: 0.05495 1.70091 1.12963  -0.100
H: 0.85907 0.73088 -1.36874  0.143
H: -0.52020 2.59412 -0.76384  0.116
C: 0.83479 -0.51620 0.91209  -0.219
N: -0.05166 -0.78799 -0.22912  -0.183
H: -0.93057 -1.22433 0.06900  0.051
C: 0.30974 -1.96362 -0.99075  -0.012
H: -0.28862 -2.30022 -1.83741  0.128
H: 0.25948 -2.80051 -0.35801  0.095